1.
Formula: C40H35As2Cl2N3O11W
Source: OMol25
Level of theory: the ωB97M-V functional and the def2-TZVPD basis

Positions of all 94 atoms, in Å:
1 W 0.487 -0.183 -1.036
2 C 1.499 1.574 1.844
3 O 0.443 1.271 0.922
4 C -0.852 1.586 1.258
5 C -1.263 1.956 2.524
6 C -2.608 2.235 2.729
7 C -3.517 2.131 1.688
8 C -3.092 1.756 0.422
9 C -1.750 1.490 0.206
10 N -1.223 1.089 -1.084
11 N -2.045 1.324 -2.031
12 C -1.795 1.087 -3.320
13 C -0.576 0.563 -3.794
14 O 0.349 0.051 -2.999
15 C -0.281 0.605 -5.167
16 C -1.227 1.046 -6.044
17 C -2.515 1.482 -5.632
18 C -3.472 1.898 -6.579
19 C -4.703 2.331 -6.166
20 C -5.002 2.364 -4.795
21 C -4.082 1.970 -3.853
22 C -2.819 1.514 -4.257
23 H 1.447 0.919 2.714
24 H 2.424 1.415 1.299
25 H 1.421 2.616 2.152
26 H -0.558 2.035 3.339
27 H -2.942 2.531 3.714
28 H -4.564 2.339 1.857
29 H -3.795 1.662 -0.390
30 H 0.686 0.255 -5.495
31 H -1.003 1.053 -7.105
32 H -3.215 1.869 -7.630
33 H -5.445 2.650 -6.885
34 H -5.976 2.708 -4.473
35 H -4.333 2.009 -2.804
36 Cl -2.210 -2.186 2.734
37 C -0.508 -2.239 2.577
38 C 0.292 -2.864 3.500
39 C 1.707 -2.925 3.343
40 Cl 2.591 -3.757 4.557
41 C 2.346 -2.352 2.274
42 C 3.781 -2.350 1.999
43 C 4.230 -1.932 0.816
44 C 3.313 -1.440 -0.272
45 N 2.009 -1.046 0.261
46 C 1.522 -1.674 1.338
47 C 0.094 -1.631 1.458
48 O -0.578 -1.094 0.483
49 H -0.155 -3.335 4.365
50 H 4.462 -2.698 2.762
51 H 5.287 -1.942 0.583
52 H 3.762 -0.555 -0.725
53 C -1.781 -4.758 -4.320
54 O -1.985 -3.563 -3.541
55 C -1.040 -2.792 -3.076
56 O -1.360 -1.896 -2.299
57 C 0.446 -3.046 -3.265
58 C 1.168 -3.184 -4.378
59 As 3.166 -3.249 -4.326
60 C 3.457 -2.034 -5.827
61 C 3.376 -1.988 -2.839
62 C 3.084 -2.500 -1.455
63 As 1.131 -2.674 -1.511
64 C 0.332 -4.043 -0.422
65 C 3.879 -3.775 -1.161
66 O 4.988 -3.960 -1.568
67 O 3.194 -4.596 -0.365
68 C 3.923 -5.761 0.098
69 C 3.627 -0.734 -3.150
70 O 3.868 0.344 -3.483
71 O 1.923 1.058 -1.121
72 C 1.764 2.382 -1.651
73 C 0.466 -3.205 -5.711
74 O -0.364 -2.375 -5.963
75 O 0.806 -4.118 -6.615
76 C 1.585 -5.277 -6.267
77 H -1.899 -4.515 -5.372
78 H -2.560 -5.443 -4.004
79 H -0.805 -5.196 -4.118
80 H 3.248 -2.586 -6.743
81 H 4.505 -1.740 -5.835
82 H 2.826 -1.148 -5.786
83 H 0.602 -4.993 -0.879
84 H -0.748 -3.903 -0.424
85 H 0.709 -4.021 0.597
86 H 3.185 -6.399 0.570
87 H 4.677 -5.447 0.816
88 H 4.397 -6.261 -0.742
89 H 1.373 3.044 -0.876
90 H 1.099 2.394 -2.514
91 H 2.755 2.710 -1.957
92 H 1.224 -6.080 -6.901
93 H 1.450 -5.553 -5.221
94 H 2.638 -5.099 -6.480

Computed properties:
* charge: +2
* calculated total energy: -217572.446 eV
* energy relative to the best compared isomer or geometry (same formula, charge and spin): 1.547 eV
* Kohn-Sham gap (alpha / beta): 6.164 / 5.115 eV
* <S²>: 2.035
* LUMO level (alpha / beta): -6.4200 / -7.7707 eV
* 2S+1: 3
* HOMO (alpha / beta): -12.6 / -12.9 eV

***

2.
Formula: C40H35B5N5O40Sn
Source: OMol25
Level of theory: the ωB97M-V functional and the def2-TZVPD basis

Positions of all 126 atoms, in Å:
1 Sn 0.192 0.438 -0.743
2 O -0.036 -6.403 5.517
3 C -0.611 -5.734 4.630
4 O -0.038 -5.180 3.536
5 B -1.070 -4.751 2.587
6 O -2.337 -4.963 3.361
7 C -2.141 -5.489 4.547
8 O -3.085 -5.695 5.337
9 O -0.974 -5.538 1.343
10 C -1.068 -4.760 0.290
11 O -1.079 -5.103 -0.847
12 C -1.089 -3.321 0.793
13 O -0.862 -3.316 2.134
14 O -1.169 -2.319 0.080
15 O -6.919 -1.623 5.262
16 C -5.745 -1.303 5.052
17 O -5.272 -0.212 4.362
18 B -3.821 -0.355 4.194
19 O -3.528 -1.569 5.036
20 C -4.571 -2.181 5.476
21 O -4.530 -3.260 6.118
22 O -3.237 -0.476 2.858
23 C -2.568 0.588 2.575
24 O -2.062 0.881 1.485
25 C -2.321 1.353 3.944
26 O -3.098 0.757 4.811
27 O -1.611 2.310 4.083
28 O -0.963 1.513 -3.728
29 C -1.937 1.842 -4.356
30 O -2.847 2.679 -4.018
31 B -3.922 2.645 -4.951
32 O -3.541 1.733 -6.052
33 C -2.327 1.281 -5.721
34 O -1.610 0.550 -6.380
35 O -4.291 4.028 -5.394
36 C -5.603 4.254 -5.178
37 O -6.198 5.209 -5.634
38 C -6.145 3.075 -4.338
39 O -5.141 2.167 -4.299
40 O -7.315 3.018 -3.900
41 O 3.211 8.943 1.864
42 C 3.413 7.818 1.474
43 O 2.539 7.000 0.897
44 B 3.149 5.638 0.774
45 O 4.556 5.770 1.076
46 C 4.702 6.942 1.674
47 O 5.753 7.331 2.204
48 O 2.950 5.079 -0.615
49 C 2.263 3.954 -0.469
50 O 1.806 3.162 -1.312
51 C 1.997 3.701 1.005
52 O 2.548 4.632 1.722
53 O 1.469 2.675 1.387
54 O 2.749 -5.241 6.217
55 C 2.834 -4.104 5.710
56 O 1.937 -3.229 5.419
57 B 2.464 -2.114 4.577
58 O 3.894 -2.400 4.462
59 C 4.120 -3.576 4.972
60 O 5.186 -4.138 4.847
61 O 1.836 -1.925 3.275
62 C 1.541 -0.670 3.071
63 O 1.071 -0.162 2.044
64 C 1.891 0.021 4.426
65 O 2.403 -0.804 5.203
66 O 1.695 1.233 4.751
67 C 4.470 -1.205 -5.708
68 C 3.272 -0.539 -6.516
69 C 2.815 0.858 -5.985
70 C 2.385 0.836 -4.583
71 N 2.032 0.844 -3.518
72 H 4.178 -1.506 -4.702
73 H 5.370 -0.593 -5.643
74 H 4.681 -2.154 -6.201
75 H 2.360 -1.108 -6.338
76 H 3.584 -0.568 -7.560
77 H 1.918 1.261 -6.456
78 H 3.575 1.621 -6.146
79 C -4.731 -3.556 -1.252
80 C -5.012 -2.851 0.103
81 C -4.997 -1.337 -0.105
82 C -3.858 -0.743 -0.864
83 N -2.990 -0.217 -1.421
84 H -3.705 -3.426 -1.595
85 H -5.365 -3.134 -2.032
86 H -4.912 -4.623 -1.115
87 H -4.102 -3.132 0.634
88 H -5.862 -3.248 0.657
89 H -5.149 -0.808 0.836
90 H -5.932 -1.151 -0.633
91 C -6.281 3.453 0.680
92 C -4.767 3.060 0.658
93 C -4.086 3.428 -0.679
94 C -2.625 3.365 -0.673
95 N -1.473 3.243 -0.634
96 H -6.744 2.999 1.556
97 H -6.745 3.054 -0.222
98 H -6.399 4.524 0.851
99 H -4.587 2.037 0.989
100 H -4.270 3.687 1.398
101 H -4.421 4.377 -1.099
102 H -4.348 2.792 -1.524
103 C 7.044 1.307 -3.099
104 C 6.011 2.229 -2.431
105 C 5.705 2.004 -0.939
106 C 4.586 1.130 -0.544
107 N 3.667 0.444 -0.272
108 H 7.654 0.893 -2.295
109 H 7.447 1.886 -3.929
110 H 6.795 0.362 -3.582
111 H 5.101 2.098 -3.015
112 H 6.321 3.242 -2.690
113 H 5.387 2.951 -0.504
114 H 6.542 1.795 -0.272
115 C 4.856 -3.050 0.852
116 C 3.534 -3.792 1.084
117 C 2.847 -4.129 -0.221
118 C 2.287 -2.990 -0.980
119 N 1.783 -2.175 -1.590
120 H 5.137 -2.703 1.846
121 H 4.918 -2.184 0.193
122 H 5.686 -3.708 0.594
123 H 2.724 -3.275 1.598
124 H 3.767 -4.770 1.506
125 H 1.976 -4.760 -0.041
126 H 3.463 -4.647 -0.957

Computed properties:
* charge: -3
* calculated total energy: -140638.621 eV
* Kohn-Sham gap: 7.757 eV
* LUMO level: 3.7289 eV
* HOMO: -4.0 eV

***

3.
Formula: C40H35BrClLuN3OPS2
Source: OMol25
Level of theory: the ωB97M-V functional and the def2-TZVPD basis

Positions of all 85 atoms, in Å:
1 Lu -1.456 0.789 1.172
2 Br 4.272 5.765 2.681
3 C 2.659 4.791 2.518
4 C 1.511 5.454 2.059
5 C 0.403 4.664 1.790
6 C 0.365 3.284 2.058
7 O -0.729 2.627 1.822
8 C 1.451 2.704 2.674
9 C 1.404 1.276 3.049
10 N 0.541 0.398 2.643
11 C 0.766 -0.959 2.970
12 C 2.004 -1.499 3.253
13 C 2.081 -2.785 3.887
14 C 0.964 -3.531 4.139
15 C -0.290 -3.055 3.760
16 C -1.462 -3.801 3.925
17 C -2.664 -3.212 3.608
18 C -2.685 -1.965 2.994
19 N -1.632 -1.284 2.670
20 C -0.417 -1.809 3.104
21 C 2.619 3.472 2.871
22 H 1.599 6.472 1.802
23 H -0.397 5.141 1.263
24 H 2.249 0.926 3.744
25 H 2.965 -1.030 3.091
26 H 3.061 -3.225 4.057
27 H 1.061 -4.534 4.572
28 H -1.483 -4.745 4.454
29 H -3.655 -3.753 3.693
30 H -3.629 -1.538 2.655
31 H 3.471 2.982 3.184
32 C 2.745 -1.157 -3.445
33 C 3.400 -0.857 -2.156
34 C 4.786 -1.063 -2.082
35 C 5.479 -0.882 -0.877
36 C 4.735 -0.359 0.189
37 C 3.369 -0.094 0.102
38 C 2.678 -0.327 -1.080
39 P 0.903 0.092 -1.004
40 C 0.050 -1.001 -2.165
41 C -0.542 -0.485 -3.307
42 C -1.278 -1.360 -4.147
43 C -1.456 -2.721 -3.822
44 C -0.899 -3.199 -2.647
45 C -0.157 -2.346 -1.810
46 C 0.389 -2.994 -0.565
47 C 0.726 1.732 -1.645
48 C 1.824 2.583 -1.967
49 C 1.726 3.936 -2.272
50 C 0.473 4.513 -2.019
51 C -0.626 3.706 -1.658
52 C -0.594 2.313 -1.506
53 C -1.762 1.588 -1.069
54 H 3.553 -1.400 -4.115
55 H 2.230 -0.351 -3.875
56 H 2.022 -1.975 -3.418
57 H 5.232 -1.501 -2.934
58 H 6.544 -1.090 -0.840
59 H 5.141 -0.197 1.213
60 H 2.852 0.317 0.962
61 H -0.347 0.534 -3.607
62 H -1.677 -0.851 -4.988
63 H -1.923 -3.388 -4.510
64 H -1.004 -4.228 -2.331
65 H 0.628 -4.028 -0.853
66 H -0.445 -2.916 0.184
67 H 1.238 -2.496 -0.172
68 H 2.823 2.102 -1.956
69 H 2.617 4.496 -2.546
70 H 0.300 5.532 -2.212
71 H -1.473 4.310 -1.563
72 H -1.891 0.634 -1.587
73 H -2.639 2.181 -1.237
74 S -2.810 -1.808 -0.161
75 C -4.188 -1.238 -0.811
76 N -4.661 0.025 -0.811
77 C -6.040 0.237 -1.217
78 C -6.664 -1.107 -1.699
79 S -5.260 -2.314 -1.739
80 H -4.188 0.739 -0.267
81 H -5.990 1.016 -1.959
82 H -6.647 0.559 -0.376
83 H -6.996 -1.089 -2.727
84 H -7.484 -1.490 -1.090
85 Cl -3.767 1.147 2.031

Computed properties:
* calculated total energy: -195715.165 eV
* energy relative to the best compared isomer or geometry (same formula, charge and spin): 1.121 eV
* Kohn-Sham gap: 6.307 eV
* LUMO level: -0.7262 eV
* HOMO: -7.0 eV